ORCA calculation (wB97M-V/def2-TZVPD) on an isolated molecule of C13H25N3O2.

Kohn-Sham gap	9.8	eV
LUMO	0.02558	Ha
maximum force	0.56	eV/A
E	-825.1531	a.u.
structure (SMILES)	CC[C@H](C)NC(=O)C1CCN(C(=O)N(C)C)CC1
HOMO level	-9.1	eV
energy relative to the best compared isomer or geometry (same formula, charge and spin)	0.0	kcal/mol

Structure (ORCA input):
```
! RIJCOSX wB97M-V def2-TZVPD def2/J DEFGRID3
* xyz 0 1
C 1.045 -0.324 2.215
H -2.864 -2.023 0.495
O 2.781 -1.327 -0.444
C 0.516 -1.707 -2.409
H -3.659 1.109 1.582
H 1.365 0.544 4.177
N -2.348 0.015 0.355
H 0.276 -1.848 -3.465
H -1.151 1.632 -2.792
H 1.150 0.909 -3.853
C -3.226 -1.090 0.054
H 0.012 0.023 2.162
H 2.962 0.250 1.427
H 1.096 -1.321 1.771
C -2.638 0.715 1.587
O -1.131 1.767 -0.399
H 2.145 2.197 2.804
H -0.587 -1.729 -0.554
C 1.828 2.064 1.774
H 0.902 -1.154 4.198
H -3.322 -1.212 -1.022
H 0.782 1.111 -0.322
H 2.538 -0.697 3.726
H -4.216 -0.878 0.464
C 1.483 -0.524 -2.273
H -1.046 0.125 -3.719
C 1.491 -0.408 3.669
H -1.946 1.548 1.684
H -1.539 -2.173 -1.986
H 1.003 -2.614 -2.049
C 1.989 -0.483 -0.825
C 0.829 0.750 -2.822
H 0.802 2.411 1.669
C -0.770 -1.488 -1.604
N -1.228 -0.107 -1.686
H 1.145 1.623 -2.251
H 2.465 2.674 1.138
H 2.376 -0.760 -2.863
C -1.544 0.624 -0.561
H -2.526 0.034 2.434
N 1.536 0.500 -0.034
C 1.926 0.602 1.362
C -0.703 0.637 -2.815
*
```

These are the Mulliken partial charges, in e, on atoms 1 to 2: atom 1 (C): 0.37, atom 2 (H): 0.27